# 1
The following is a quantum chemistry calculation of C40H43ClFN6SV as an isolated structure in a non-equilibrium geometry, from the Open Molecules 2025 dataset.

The geometry in ORCA input format:
```
! wB97M-V def2-TZVPD RIJCOSX def2/J DEFGRID3
* xyz -2 3
V 0.09 0.15 0.73
Cl 3.54 0.46 0.46
S -2.22 -2.45 0.48
F -0.09 -1.32 -1.33
N 1.14 0.89 2.24
N -1.12 1.08 -2.27
N -0.57 -4.47 0.01
N -1.18 0.93 1.48
N 0.62 -1.50 1.55
N 0.44 -2.75 1.05
C 1.95 0.42 -0.41
C -0.36 -1.16 -2.67
C -4.10 0.01 -3.07
C -4.28 1.38 -1.00
C -0.29 -2.12 -4.86
C -0.68 -3.18 0.55
C 1.75 -0.06 3.00
C -1.66 -0.50 3.94
C -0.88 -0.96 -5.34
C 0.70 3.32 -3.06
C 3.12 -4.77 4.64
C 2.43 -3.79 5.34
C -1.67 2.24 -2.80
C -2.18 3.60 1.02
C -1.19 0.09 -4.51
C -1.86 1.56 2.48
C 2.10 2.60 3.60
C -2.98 3.53 3.38
C 2.04 -2.56 3.29
C 1.10 3.54 -1.59
C -2.10 0.92 3.73
C -4.18 1.44 -2.53
C -2.34 2.89 2.33
C -0.82 3.32 -3.19
C -2.74 4.67 -3.80
C 1.45 2.11 -3.62
C 1.90 -2.69 4.68
C 2.65 0.31 4.03
C -3.09 2.42 -2.95
C -2.75 1.60 4.75
C -0.92 0.07 -3.11
C 2.81 1.64 4.34
C 3.25 -4.65 3.26
C 1.32 2.18 2.56
C -0.04 -2.21 -3.49
C -3.57 3.63 -3.45
C -3.18 2.90 4.60
C -1.37 4.50 -3.66
C 1.47 -1.39 2.60
C 2.71 -3.56 2.59
H -5.11 1.87 -2.90
H 1.05 4.19 -3.63
H 3.48 1.94 5.13
H -4.64 3.75 -3.56
H 2.02 1.27 -1.10
H -0.71 5.32 -3.95
H -3.14 5.60 -4.18
H -0.57 -0.58 3.91
H -5.07 0.69 -0.70
H 0.60 2.80 -0.97
H -2.04 -1.14 3.15
H 1.34 -1.94 5.22
H -1.21 -4.62 -0.74
H -3.68 3.42 5.41
H -3.35 1.01 -0.58
H -1.10 -0.89 -6.40
H -2.64 3.03 0.21
H 0.80 2.90 1.93
H -3.86 -0.02 -4.14
H 0.39 -4.71 -0.20
H 2.19 3.66 3.83
H 3.79 -5.41 2.71
H 2.30 -3.88 6.42
H -3.31 4.55 3.24
H -2.91 1.09 5.70
H 1.27 1.23 -3.01
H -1.13 3.71 0.77
H -2.01 -0.88 4.91
H 2.04 -0.48 -1.02
H 2.52 2.31 -3.62
H 2.18 3.43 -1.46
H -2.64 4.59 1.06
H 3.54 -5.62 5.16
H -3.35 -0.57 -2.53
H -5.06 -0.48 -2.92
H 0.81 4.54 -1.27
H 1.13 1.88 -4.64
H 0.40 -3.10 -3.05
H -0.03 -2.94 -5.51
H -4.50 2.36 -0.58
H 2.81 -3.48 1.52
H -1.66 0.98 -4.92
H 3.20 -0.45 4.55
*
```

Its energy is -3780.8403 a.u. Its LUMO energy (spin up / spin down) is 4.433 / 4.425 eV. Its gap between HOMO and LUMO (spin up / spin down) is 5.166 / 5.816 eV.

=====

# 2
The following is a quantum chemistry calculation of one molecule with the formula C11H11NO2S in a non-equilibrium geometry, from the Open Molecules 2025 dataset.

The geometry in ORCA input format:
```
! wB97M-V def2-TZVPD RIJCOSX def2/J DEFGRID3
* xyz 0 1
S 3.71 -1.23 -0.31
O -3.85 -0.81 0.66
O -0.67 1.54 -0.89
N 0.35 -0.46 -1.16
C 1.61 0.12 -1.60
C -2.99 0.15 0.28
C -0.69 0.33 -0.78
C -2.06 -1.83 -0.17
C -3.37 1.57 0.47
C -1.85 -0.41 -0.25
C 3.80 0.67 1.41
C 2.78 1.02 0.49
C -3.28 -2.00 0.39
C 2.62 0.11 -0.50
C 4.38 -0.52 1.11
H -2.58 2.21 0.08
H -3.51 1.78 1.53
H 2.20 1.92 0.56
H 5.17 -1.02 1.62
H 0.34 -1.44 -0.94
H -4.31 1.79 -0.04
H -3.84 -2.87 0.63
H 1.39 1.15 -1.89
H 4.08 1.27 2.25
H 1.97 -0.44 -2.47
H -1.40 -2.61 -0.49
*
```

Its energy is -1029.1898 a.u. Its LUMO energy is 0.631 eV. Its gap between HOMO and LUMO is 9.357 eV. As for the structure (SMILES): Cc1occc1C(=O)NCc1cccs1.

=====

# 3
The following is a quantum chemistry calculation of a 3-piece molecular cluster, C33H58Cl2N4O6 overall in a non-equilibrium geometry, from the Open Molecules 2025 dataset.

The geometry in ORCA input format:
```
! wB97M-V def2-TZVPD RIJCOSX def2/J DEFGRID3
* xyz 0 1
Cl 1.28 3.22 3.61
Cl -4.77 -0.86 3.79
O 4.60 -2.09 -2.55
O -0.21 -0.78 -2.69
O -0.75 -4.72 5.20
O 2.22 -2.53 -2.19
O -0.11 0.96 4.32
O 0.81 -4.65 3.34
N 0.36 0.48 -0.49
N 5.60 4.24 -3.15
N -6.61 -1.75 -0.62
N 3.18 -0.54 3.30
C -0.17 1.41 1.70
C -1.03 -4.25 -1.54
C 0.43 -4.29 4.71
C 0.23 1.69 3.25
C -6.50 -0.41 -0.03
C -0.22 -3.19 -1.06
C -4.64 -1.54 -2.25
C 3.33 -1.63 -2.62
C 4.64 3.58 -0.93
C -1.99 -1.18 2.83
C 3.15 -0.08 -3.14
C 5.45 4.59 -1.73
C 0.20 -0.70 -1.42
C -5.32 -2.27 -1.10
C 0.03 -3.86 2.33
C 4.36 4.00 -3.89
C 6.59 5.07 -3.85
C 0.61 -1.94 -0.37
C 6.30 6.56 -3.98
C 0.74 -1.98 6.20
C 0.18 -1.37 1.11
C -3.51 -1.89 2.91
C 0.79 -2.43 2.19
C 3.29 -0.21 1.97
C 2.15 -2.37 -0.70
C 2.24 0.63 1.06
C -7.74 -1.98 -1.52
C -7.75 0.04 0.72
C -1.44 -1.46 1.32
C -7.87 -1.08 -2.74
C 0.70 0.16 0.98
C 3.33 5.13 -3.94
C 1.39 -3.41 5.74
H 3.18 5.61 -2.97
H 2.66 0.63 -0.06
H -4.61 -0.46 -2.10
H -6.25 0.35 -0.79
H 6.44 4.64 -1.28
H 5.54 6.76 -4.74
H 0.00 -4.53 1.37
H 3.61 5.90 -4.67
H 3.86 0.16 -4.07
H 2.07 0.21 -3.48
H 2.36 4.73 -4.26
H -1.06 -3.81 2.78
H -8.88 -1.15 -3.15
H -1.95 -2.45 0.97
H 4.65 3.85 0.13
H -5.68 -0.41 0.69
H 6.77 4.65 -4.84
H -1.33 1.32 1.51
H -2.21 -0.01 3.00
H 1.95 -2.67 2.05
H 2.98 -1.59 -0.43
H 7.21 7.08 -4.30
H 1.51 -1.08 6.04
H 0.78 1.36 -0.87
H 1.50 -4.07 6.72
H -1.73 -5.20 -1.63
H 5.00 5.58 -1.61
H 7.55 4.96 -3.32
H 4.31 -0.55 1.45
H 2.31 1.77 1.39
H -0.23 -1.80 5.56
H -7.74 -3.02 -1.85
H -5.44 -3.33 -1.37
H -8.66 -1.89 -0.93
H 2.49 -3.27 5.33
H -4.62 -2.28 -0.25
H 3.47 0.72 -2.31
H -7.19 -1.38 -3.54
H -8.03 -0.68 1.49
H 2.33 -3.43 -0.24
H -7.57 1.00 1.20
H 0.41 -1.96 7.33
H -3.93 -2.17 1.85
H -1.91 -0.60 0.63
H -3.61 -1.89 -2.34
H -1.39 -1.65 3.71
H -3.37 -2.89 3.55
H -8.61 0.17 0.05
H -7.69 -0.02 -2.51
H -5.13 -1.75 -3.20
H 3.87 3.12 -3.47
H 0.17 2.37 1.08
H 0.73 -1.90 3.26
H 4.60 3.70 -4.92
H 3.59 3.54 -1.25
H 5.07 2.57 -1.01
H 5.98 7.01 -3.04
H 2.25 -0.18 3.61
*
```

Its energy is -2882.4291 a.u. Its LUMO energy is -1.032 eV. Its gap between HOMO and LUMO is 7.114 eV. As for the structure (SMILES): [H]/N=C\C[C@@]1(CC(=O)Cl)NC(=O)[C@@](C#C)(COC(C)=O)[C@@]1(CCCCl)CCOC(=O)CC.CCN(CC)CC.CCN(CC)CC.

=====

# 4
The following is a quantum chemistry calculation of C18H23ClMnN3S6 as an isolated structure, from the Open Molecules 2025 dataset.

The geometry in ORCA input format:
```
! wB97M-V def2-TZVPD RIJCOSX def2/J DEFGRID3
* xyz 3 2
Mn 2.57 -0.07 -0.32
Cl 2.37 -0.81 -2.57
S 4.47 0.18 4.17
S 2.47 0.26 1.99
S 4.84 -0.40 -0.04
S -0.88 -0.32 0.30
S 6.68 -0.42 2.28
S 7.26 -0.15 5.20
N 2.78 1.88 -0.68
N -3.35 -1.09 1.08
N -3.23 0.50 -0.63
C -2.57 0.97 -1.84
C 6.22 -0.14 3.98
C 2.89 3.00 -0.91
C -1.32 -2.81 -0.86
C 1.69 5.14 -1.10
C -0.04 -2.06 -2.79
C -2.66 -0.33 0.23
C -1.15 -2.79 -2.18
C 4.04 0.05 2.53
C -4.53 1.12 -0.37
C -0.38 -2.09 0.06
C 1.00 -2.03 -0.55
C -2.83 -1.58 2.35
C 5.13 -0.25 1.60
C 0.97 -1.71 -2.00
C 3.02 4.40 -1.18
C 2.11 -2.47 0.08
C -4.68 -1.60 0.74
H -4.45 2.17 -0.64
H -5.46 -1.07 1.29
H -0.05 -1.85 -3.85
H -3.61 -1.48 3.10
H -2.13 -3.37 -0.40
H -4.77 1.05 0.69
H 3.46 4.47 -2.18
H -0.32 -2.58 1.03
H 0.98 4.76 -1.83
H 1.86 6.19 -1.31
H 2.06 -2.79 1.12
H -1.73 0.33 -2.09
H -1.83 -3.32 -2.83
H 1.26 5.07 -0.10
H -3.29 0.95 -2.65
H 3.04 -2.63 -0.45
H -5.32 0.67 -0.97
H -1.97 -0.98 2.66
H -4.72 -2.65 1.03
H -2.22 2.00 -1.71
H -4.85 -1.52 -0.32
H 3.75 4.80 -0.47
H -2.56 -2.63 2.29
*
```

Its energy is -4863.2285 a.u. Its LUMO energy (spin up / spin down) is -11.018 / -10.970 eV. Its gap between HOMO and LUMO (spin up / spin down) is 6.075 / 6.129 eV.